No. 1
Density functional theory data (ωB97M-V with the def2-TZVPD basis set) for 3 unconnected molecules or ions with the total composition C34H56N4O3P2S.

Its structure (SMILES) is CC(C)=CCC[C@@H](C)CCc1c(P(N)O)c(CCCCn2cccc2)c(P(C)C)c2nsnc12.C1CCOC1.C1CCOC1. As for the electronic energy: -77674.9943 eV. For the gap between HOMO and LUMO, the calculation gives 6.58 eV.

Structure (ORCA input):
```
! wB97M-V def2-TZVPD RIJCOSX def2/J DEFGRID3
* xyz 0 1
C -1.718 2.980 -4.481
C -2.702 1.810 -4.895
C -2.727 1.493 -6.439
C -3.474 1.160 -3.955
C -3.587 -0.404 -3.803
C -2.821 -0.890 -2.491
C -2.783 -2.475 -2.304
C -3.574 -3.241 -3.469
C -1.277 -2.961 -2.409
C -0.765 -3.830 -1.175
C 0.407 -3.052 -0.444
C 1.721 -2.824 -1.080
P 1.894 -3.538 -2.811
N 3.491 -4.175 -3.117
O 1.724 -2.178 -3.848
C 2.811 -2.019 -0.321
C 4.190 -1.816 -1.042
C 4.018 -0.797 -2.253
C 5.100 0.365 -2.164
C 4.538 1.706 -2.791
N 4.357 2.812 -1.833
C 3.819 4.022 -2.288
C 3.748 4.976 -1.190
C 4.284 4.255 0.036
C 4.618 2.928 -0.470
C 2.604 -1.448 1.021
P 3.871 -0.433 1.924
C 5.508 -1.330 2.134
C 3.230 0.263 3.536
C 1.239 -1.747 1.626
N 0.748 -1.386 2.852
S -0.789 -1.925 3.137
N -1.036 -2.688 1.652
C 0.124 -2.534 0.934
H -1.850 3.780 -5.275
H -1.985 3.440 -3.496
H -0.648 2.645 -4.559
H -3.210 2.346 -6.996
H -1.665 1.426 -6.830
H -3.259 0.538 -6.685
H -4.075 1.760 -3.207
H -3.074 -0.858 -4.697
H -4.667 -0.713 -3.815
H -1.798 -0.416 -2.564
H -3.300 -0.434 -1.572
H -3.291 -2.733 -1.337
H -3.453 -4.353 -3.312
H -4.666 -2.972 -3.491
H -3.081 -3.007 -4.449
H -1.161 -3.591 -3.345
H -0.539 -2.118 -2.537
H -0.314 -4.810 -1.511
H -1.629 -4.009 -0.482
H 4.142 -3.435 -3.396
H 3.849 -4.746 -2.350
H 1.270 -1.516 -3.285
H 4.907 -1.339 -0.318
H 4.671 -2.796 -1.332
H 4.179 -1.316 -3.237
H 2.957 -0.417 -2.210
H 5.527 0.512 -1.140
H 5.965 0.029 -2.815
H 3.563 1.491 -3.313
H 5.308 2.056 -3.544
H 3.501 4.271 -3.323
H 3.375 6.023 -1.167
H 4.411 4.617 1.078
H 5.044 2.096 0.139
H 5.470 -2.439 1.962
H 6.199 -0.918 1.336
H 6.024 -1.091 3.112
H 2.167 0.618 3.418
H 3.307 -0.442 4.411
H 3.836 1.189 3.773
C -1.375 2.024 6.610
C 0.126 2.030 6.391
C 0.415 0.559 6.150
O -0.755 0.003 5.538
C -1.829 0.951 5.639
H -1.850 2.989 6.430
H -1.599 1.719 7.637
H 0.368 2.610 5.495
H 0.692 2.444 7.227
H 0.587 0.028 7.092
H 1.278 0.402 5.500
H -2.003 1.366 4.641
H -2.736 0.444 5.968
C -5.648 0.441 2.498
C -6.470 1.613 2.996
C -6.287 1.510 4.498
O -4.990 0.940 4.722
C -4.486 0.436 3.475
H -5.329 0.537 1.460
H -6.222 -0.485 2.596
H -6.039 2.550 2.630
H -7.516 1.577 2.691
H -7.029 0.840 4.944
H -6.350 2.480 4.996
H -3.686 1.105 3.142
H -4.067 -0.561 3.624
*
```


No. 2
Density functional theory data (ωB97M-V with the def2-TZVPD basis set) for a molecular structure, C34H57BClN9O3PSSiTb.

Its energy relative to the best compared isomer or geometry (same formula, charge and spin) is 0.0 kcal/mol. As for the electronic energy: -119379.2517 eV. For the gap between HOMO and LUMO (alpha / beta), the calculation gives 7.85 / 7.90 eV.

Structure (ORCA input):
```
! wB97M-V def2-TZVPD RIJCOSX def2/J DEFGRID3
* xyz 0 7
Tb 12.415 10.088 15.382
C 8.459 10.084 12.088
C 8.535 11.571 11.618
C 7.177 12.011 11.078
C 9.082 12.556 12.594
C 9.241 13.982 12.459
C 9.898 14.375 13.629
N 10.119 13.264 14.413
N 9.566 12.183 13.806
B 11.121 13.030 15.600
N 12.621 13.213 15.111
C 13.248 14.349 14.710
C 14.537 14.036 14.234
C 14.618 12.611 14.358
N 13.453 12.135 14.865
C 15.757 11.752 13.920
C 16.498 12.396 12.740
C 16.752 11.405 15.050
N 10.711 13.694 16.902
C 11.198 14.857 17.493
C 10.826 14.820 18.836
C 10.031 13.657 18.990
N 9.987 12.993 17.807
C 9.497 13.060 20.247
C 8.364 13.910 20.865
C 10.583 12.916 21.316
H 8.037 9.461 11.290
H 7.758 9.996 12.957
H 9.442 9.707 12.385
H 9.216 11.583 10.721
H 6.423 12.113 11.887
H 6.780 11.267 10.347
H 7.233 12.997 10.575
H 8.925 14.599 11.599
H 10.277 15.345 13.945
H 11.032 11.854 15.746
H 12.774 15.325 14.751
H 15.266 14.725 13.769
H 15.304 10.824 13.549
H 16.986 13.350 13.064
H 15.792 12.605 11.929
H 17.291 11.775 12.327
H 17.214 12.322 15.458
H 17.550 10.734 14.683
H 16.236 10.911 15.918
H 11.722 15.655 16.960
H 11.042 15.546 19.633
H 9.115 12.043 19.974
H 8.748 14.893 21.220
H 7.905 13.343 21.700
H 7.531 14.094 20.165
H 11.035 13.917 21.483
H 11.400 12.260 20.957
H 10.158 12.513 22.249
C 11.159 7.627 8.616
Si 12.422 8.855 9.357
C 14.104 8.731 8.478
C 11.748 10.614 9.128
C 12.716 8.193 11.130
C 13.045 6.835 11.189
C 13.266 6.172 12.414
C 13.244 6.930 13.559
N 12.888 8.251 13.571
C 12.561 8.907 12.397
S 12.007 10.502 12.555
H 10.568 8.138 7.826
H 10.466 7.241 9.388
H 11.664 6.752 8.141
H 13.938 8.986 7.414
H 14.526 7.709 8.514
H 14.882 9.396 8.916
H 11.621 10.848 8.057
H 12.382 11.360 9.598
H 10.761 10.687 9.588
H 13.087 6.261 10.265
H 13.490 5.079 12.483
H 13.565 6.496 14.494
C 6.575 10.301 16.191
C 7.951 9.873 16.590
C 8.369 9.341 17.802
C 9.772 9.219 17.711
N 10.177 9.529 16.430
N 9.038 9.985 15.785
C 10.667 8.743 18.776
H 5.845 10.291 17.036
H 6.204 9.625 15.398
H 6.584 11.326 15.759
H 7.814 9.127 18.705
H 9.104 10.537 14.925
H 10.411 7.685 19.100
H 10.524 9.374 19.669
H 11.733 8.763 18.518
Cl 13.012 10.827 17.797
C 15.952 9.017 19.100
O 15.876 8.780 17.680
P 14.661 8.233 16.793
O 15.473 7.381 15.636
C 16.627 6.651 16.002
O 14.026 7.159 17.860
C 12.910 6.350 17.483
H 16.904 8.548 19.435
H 15.111 8.544 19.666
H 16.008 10.123 19.272
H 16.754 5.864 15.260
H 16.524 6.159 16.992
H 17.506 7.325 15.978
H 12.489 5.883 18.407
H 13.212 5.518 16.817
H 12.085 6.920 16.980
*
```